(1)
Below is C3H7NO2 as an isolated structure, with properties calculated with the ωB97M-V functional and the def2-TZVPD basis.

For the orbital gap, the calculation gives 8.86 eV. The relative energy (zero: lowest compared OMol25 entry of this formula, charge and spin) is 470.8 kJ/mol.

CARTESIAN COORDINATES (ANGSTROEM)
1 O -1.2293 0.9296 -2.2991
2 O 0.1123 -0.0847 1.1261
3 N 0.7447 1.6586 -1.3509
4 C 0.2900 -1.4058 1.6719
5 C -0.8313 0.1271 0.2417
6 C -0.3223 0.7737 -1.5011
7 H 0.5033 2.5771 -1.7029
8 H 0.3628 -2.1340 0.8581
9 H 1.1408 1.6940 -0.4199
10 H 1.2115 -1.3909 2.2547
11 H -0.5584 -1.6423 2.3195
12 H -1.4275 -0.7942 0.0520
13 H 0.0033 -0.3082 -1.2501

***

(2)
Below is one molecule with the formula C3H7NO2, with properties calculated with the ωB97M-V functional and the def2-TZVPD basis.

For the orbital gap, the calculation gives 10.23 eV. The relative energy (zero: lowest compared OMol25 entry of this formula, charge and spin) is 51.8 kJ/mol.

CARTESIAN COORDINATES (ANGSTROEM)
1 O 0.5163 -0.7271 1.4902
2 O -1.8626 0.8848 -1.5463
3 N -0.9787 -1.1033 -0.9103
4 C 1.1080 0.2134 0.5997
5 C -1.0398 0.2609 -0.8999
6 C -0.0071 1.0062 -0.0574
7 H 1.7216 -0.2981 -0.1563
8 H 0.4234 1.7722 -0.7104
9 H -1.7735 -1.5624 -1.3323
10 H 1.2023 -1.3180 1.8177
11 H 1.7621 0.9089 1.1466
12 H -0.5016 -1.5775 -0.1573
13 H -0.5704 1.5399 0.7160

***

(3)
Below is C3H7NO2 as an isolated structure at a distorted geometry, with properties calculated with the ωB97M-V functional and the def2-TZVPD basis.

As for the spin multiplicity: 3. For the orbital gap (spin up / spin down), the calculation gives 7.15 / 7.50 eV. The relative energy (zero: lowest compared OMol25 entry of this formula, charge and spin) is 204.8 kJ/mol.

CARTESIAN COORDINATES (ANGSTROEM)
1 O -1.2998 -2.2062 0.1629
2 O 0.9374 -1.4067 0.5657
3 N 0.4259 -0.3271 0.1405
4 C -1.3639 -0.9126 0.0734
5 C 0.9968 0.8063 0.0201
6 C 0.2270 1.9155 -0.6369
7 H 1.9877 0.9810 0.0513
8 H 0.0677 -2.1279 0.3462
9 H -1.6123 -0.3102 -0.8209
10 H 0.9023 2.7879 -0.7471
11 H -0.6687 2.2364 -0.0697
12 H -1.6173 -0.3793 1.0062
13 H -0.0227 1.8332 -1.6889

***

(4)
Below is one molecule with the formula C3H7NO2S at a distorted geometry, with properties calculated with the ωB97M-V functional and the def2-TZVPD basis.

For the orbital gap, the calculation gives 9.63 eV. The relative energy (zero: lowest compared OMol25 entry of this formula, charge and spin) is 259.2 kJ/mol.

CARTESIAN COORDINATES (ANGSTROEM)
1 S 1.3377 -1.4710 1.5252
2 O -0.1751 -0.7351 1.8704
3 O 1.3851 -2.8850 1.7480
4 N -0.9514 -1.9895 -0.0137
5 C -0.0428 0.2401 -0.4393
6 C 0.6605 1.4557 0.2922
7 C -0.1360 -1.0208 0.5443
8 H -0.8740 -2.8999 0.4332
9 H 0.1629 2.3187 -0.2687
10 H 0.4175 -0.0563 -1.3212
11 H 1.7594 1.5866 0.0399
12 H 0.4836 1.3581 1.2975
13 H -0.8437 -2.0431 -1.0467
14 H -1.1492 0.3528 -0.5829